A) C11H15NS | wB97M-V/def2-TZVPD

The value obtained for the frontier orbital gap is 8.74 eV. The SMILES is Cc1c[nH]c2ccccc12.CSC. Its highest occupied orbital energy is -7.86 eV. As for the spin multiplicity: 1.

Cartesian coordinates (Å):
C -2.542 3.794 0.295
C -1.342 2.855 0.022
C -0.008 3.438 -0.108
N 0.887 2.434 -0.635
C 0.115 1.280 -0.963
C 0.605 0.018 -1.439
C -0.334 -0.903 -1.705
C -1.717 -0.646 -1.491
C -2.258 0.533 -0.969
C -1.294 1.514 -0.638
H -3.264 3.525 -0.539
H -2.499 4.797 0.386
H -2.938 3.387 1.251
H 0.372 4.463 -0.116
H 1.811 2.583 -0.913
H 1.684 -0.193 -1.406
H -0.176 -1.832 -2.234
H -2.297 -1.553 -1.721
H -3.278 0.733 -0.946
C 1.630 -3.032 0.225
S 2.907 -4.021 1.047
C 2.485 -3.749 2.782
H 1.628 -1.966 0.670
H 1.755 -2.885 -0.934
H 0.686 -3.374 0.444
H 2.439 -2.694 3.158
H 3.351 -4.183 3.270
H 1.592 -4.322 3.208

---

B) C11H15NS | wB97M-V/def2-TZVPD

The value obtained for the frontier orbital gap is 7.38 eV. The SMILES is CS/C=c1\ccnc\c1=C/C(C)C. Its highest occupied orbital energy is -7.66 eV. As for the spin multiplicity: 1.

Cartesian coordinates (Å):
C 4.488 -2.247 0.133
S 3.961 -0.502 0.168
C 2.213 -0.586 0.319
C 1.432 0.446 -0.112
C 1.999 1.599 -0.692
C 1.404 2.801 -0.646
N 0.342 3.070 0.196
C -0.330 1.975 0.462
C -0.088 0.625 -0.068
C -1.108 -0.260 -0.160
C -2.580 0.065 0.121
C -3.362 0.056 -1.141
C -3.139 -0.979 1.096
H 4.785 -2.825 -0.810
H 3.610 -2.637 0.606
H 5.283 -2.391 0.802
H 1.702 -1.551 0.788
H 2.948 1.358 -1.205
H 1.916 3.570 -1.180
H -1.192 2.121 1.185
H -0.902 -1.076 -0.701
H -2.669 1.039 0.649
H -3.298 -1.000 -1.536
H -3.069 0.749 -1.844
H -4.347 0.354 -0.656
H -4.276 -0.780 1.414
H -2.652 -1.042 2.162
H -3.072 -1.950 0.651

---

Energies relative to the most stable structure are A) 0.0; B) 42.6, reported in kcal/mol.